<1>
# C36H36N8O4S2W

A molecular structure, C36H36N8O4S2W (ωB97M-V/def2-TZVPD, OMol25).

Summary:
Highest occupied orbital energy   -7.196 eV

Geometry (Å):
C (-2.65, 0.77, 1.36)
O (1.00, 0.38, 1.00)
H (-1.98, -2.48, 5.14)
H (-4.40, 2.53, 3.69)
H (-5.86, 2.94, 1.73)
N (-0.24, 1.92, -0.19)
C (-4.81, 1.45, -3.21)
N (3.43, -0.92, 0.41)
C (-4.96, 2.34, 1.62)
C (-1.68, -1.34, 3.36)
O (0.87, -2.04, 0.81)
C (-1.32, 0.05, 1.19)
H (-5.20, 2.02, -0.48)
H (5.04, 1.68, 1.19)
H (1.36, 2.66, -2.10)
C (0.14, -1.97, 1.96)
H (0.84, 2.69, 2.08)
C (-3.00, 1.34, 2.58)
N (-1.16, -0.68, -0.09)
C (2.49, -0.45, -5.52)
H (0.02, -3.91, 4.74)
H (-0.09, 1.64, 3.17)
H (4.25, 0.56, 5.41)
S (-0.35, -2.09, -2.18)
N (0.30, 1.17, -1.10)
C (2.55, -1.12, -4.31)
C (1.48, 1.45, -4.47)
H (2.42, 2.10, 4.75)
H (3.38, -3.10, -2.41)
C (-4.15, 2.11, 2.72)
C (0.48, -2.96, 2.88)
C (2.64, -0.64, 4.64)
C (-3.21, -1.90, -3.97)
H (-1.31, 0.04, -3.98)
N (3.94, 0.27, 0.03)
C (1.09, 1.61, -2.06)
H (1.93, -0.32, 5.40)
C (1.96, 0.83, -5.60)
H (1.07, 2.45, -4.53)
H (-3.19, 0.69, -0.72)
H (-3.84, 3.35, -3.01)
C (-4.60, 1.83, 0.39)
H (-0.92, 2.85, 2.16)
C (3.13, 1.74, 4.01)
S (-3.25, -2.90, -2.44)
C (4.52, 0.74, 1.10)
H (2.87, -0.96, -6.39)
C (-0.93, -1.06, 2.21)
O (3.16, -2.33, -4.34)
H (5.20, -1.04, 3.75)
C (-3.71, 2.30, -3.22)
C (-0.25, -3.13, 4.04)
H (3.90, 2.50, 3.87)
C (-3.45, 1.06, 0.26)
C (1.50, 0.81, -3.23)
C (2.06, -0.49, -3.15)
C (-4.65, 0.09, -3.45)
H (2.08, -0.79, 3.71)
H (1.83, -3.48, -3.21)
C (-2.29, 0.43, -3.75)
W (0.81, -0.77, -0.60)
C (3.73, 0.41, 4.45)
H (3.05, -1.61, 4.94)
C (2.90, -3.34, -3.36)
H (3.33, -4.25, -3.78)
O (2.12, -1.11, -1.95)
H (-5.51, -0.57, -3.42)
N (-2.20, -1.35, -0.54)
H (-5.80, 1.84, -3.01)
H (2.59, 1.62, 3.07)
H (-1.59, 2.44, -3.49)
C (-0.10, 2.14, 2.20)
H (1.92, 1.33, -6.56)
H (-2.36, 1.23, 3.45)
H (-4.02, -2.31, -4.58)
H (-2.58, -0.77, 3.54)
C (-1.96, -2.07, -1.58)
C (-2.45, 1.79, -3.49)
C (4.82, -0.05, 3.49)
C (-0.18, 1.14, 1.07)
H (1.32, -3.60, 2.64)
C (-1.36, -2.33, 4.26)
C (-3.39, -0.43, -3.73)
N (3.67, -1.17, 1.64)
N (4.37, -0.13, 2.10)
H (5.65, 0.65, 3.49)
H (-2.27, -2.09, -4.50)

---

<2>
# C36H36N8O4S2W

A molecular structure, C36H36N8O4S2W (ωB97M-V/def2-TZVPD, OMol25).

Summary:
Highest occupied orbital energy (spin up / spin down)   -7.804 / -7.804 eV

Geometry (Å):
H (7.11, -0.10, -1.90)
C (2.84, -0.81, 1.70)
H (2.87, 2.41, -2.25)
C (-3.08, -4.19, 1.94)
H (4.26, 2.62, -0.22)
H (1.86, 4.40, 5.39)
H (1.46, 3.27, 0.60)
H (-1.99, 0.11, 2.07)
H (3.65, -3.47, 1.70)
C (-3.04, -3.18, -0.26)
C (4.59, 1.99, -1.03)
C (-2.03, -2.06, 1.62)
C (-5.59, 2.48, -0.70)
H (2.42, -1.09, 2.67)
H (5.71, -0.32, -3.91)
C (-2.59, -2.78, -2.60)
C (1.27, 2.92, 3.96)
C (1.77, 4.15, 4.34)
H (6.38, 1.36, -0.04)
H (-1.54, -2.95, -2.37)
H (-6.51, 2.47, 1.26)
H (-2.75, -1.71, -2.75)
N (-3.12, 2.60, -0.90)
C (0.64, 1.28, 2.19)
C (3.32, 0.86, -4.42)
H (2.58, 1.66, -4.48)
H (-2.87, -3.32, -3.50)
C (-4.39, 3.09, -1.42)
H (2.37, 5.47, 1.28)
H (-2.81, 0.68, -1.81)
O (-1.93, -1.04, -0.50)
H (-4.36, 4.17, -1.30)
C (-2.38, -3.11, 2.46)
C (1.53, -5.59, 0.13)
C (5.78, 1.28, -0.93)
O (0.76, 1.00, 0.91)
H (-5.52, 3.91, 0.95)
C (1.17, 2.60, 2.61)
N (2.02, -0.74, -0.61)
C (-5.70, 0.98, -0.92)
H (-6.63, 0.60, -0.50)
C (0.66, -4.68, -0.45)
C (2.82, -3.81, 1.11)
O (-3.43, -3.30, -1.56)
H (-3.94, -5.05, 0.16)
C (-5.59, 2.83, 0.78)
C (0.88, -3.32, -0.23)
C (-1.39, -0.81, 2.09)
H (-5.68, 0.71, -1.98)
H (1.36, -6.65, -0.02)
O (0.02, -2.40, -0.68)
H (3.90, 0.85, -5.34)
N (2.49, -1.15, -1.79)
C (2.17, 5.07, 3.38)
H (3.86, -1.18, 1.64)
N (0.18, 0.47, 3.08)
H (2.89, 0.27, 1.60)
W (0.00, -0.45, -0.22)
H (-3.37, -5.01, 2.58)
C (4.21, 1.05, -3.22)
C (-2.34, -2.08, 0.26)
C (1.96, -2.88, 0.51)
H (2.57, 6.04, 3.68)
S (0.30, 0.16, -2.43)
N (-1.46, 1.39, -0.33)
C (1.56, 3.52, 1.65)
N (-1.44, 2.54, 0.37)
S (2.45, -0.76, -4.42)
C (-2.50, 1.44, -1.12)
H (-4.88, 0.45, -0.42)
C (-3.40, -4.21, 0.59)
H (0.97, 2.19, 4.70)
H (3.27, -5.89, 1.35)
C (2.08, -1.42, 0.56)
H (-6.46, 2.96, -1.17)
N (-0.21, -0.77, 2.60)
C (6.18, 0.46, -1.98)
H (-4.41, 2.86, -2.49)
C (2.60, -5.16, 0.91)
C (2.06, 4.76, 2.03)
C (1.81, -0.71, -2.79)
N (-2.43, 3.27, 0.05)
C (3.81, 1.87, -2.18)
H (-2.12, -3.06, 3.51)
H (-0.20, -5.00, -1.03)
H (-4.75, 2.37, 1.30)
C (5.40, 0.34, -3.11)

---

Ranked by calculated energy, most stable first: <2>, <1>.

---

<1>
# C4H3BrN2O2

A single C4H3BrN2O2 molecule (ωB97M-V/def2-TZVPD, OMol25).

Summary:
SMILES   O=C1N=CNC(=O)[C@@H]1Br
Highest occupied orbital energy   -10.283 eV

Geometry (Å):
N (-0.30, -0.81, 0.90)
C (-1.18, 1.17, -0.75)
C (0.38, 0.39, 0.76)
O (-1.70, 2.15, -1.26)
N (-0.05, 1.37, 0.00)
H (1.29, 0.58, 1.32)
O (-1.82, -2.23, 0.20)
C (-1.32, -1.13, 0.07)
H (-2.89, -0.03, -0.93)
Br (-1.35, -0.82, -2.84)
C (-1.84, -0.18, -0.98)
H (0.01, -1.51, 1.58)

---

<2>
# C4H3BrN2O2

A single C4H3BrN2O2 molecule (ωB97M-V/def2-TZVPD, OMol25).

Summary:
SMILES   O=CO[C@H]1C=NN=C1Br
Highest occupied orbital energy   -10.084 eV

Geometry (Å):
O (-0.27, 0.55, 2.09)
C (-2.33, -0.57, 0.18)
N (-1.10, -2.33, 0.47)
O (-0.38, 1.05, -0.10)
H (-1.07, -0.20, -1.49)
N (-2.36, -1.78, 0.57)
C (-0.08, 1.29, 1.18)
H (0.76, -1.71, -0.14)
C (-0.97, -0.20, -0.39)
C (-0.28, -1.48, 0.00)
Br (-3.78, 0.57, 0.12)
H (0.38, 2.29, 1.25)

---

Ranked by calculated energy, most stable first: <1>, <2>.